No. 1
C21H20N2O6S | ωB97M-V with the def2-TZVPD basis set

The geometry in ORCA input format:
```
! wB97M-V def2-TZVPD RIJCOSX def2/J DEFGRID3
* xyz 0 1
O -2.47557 -0.58349 2.95187
C -2.31292 0.27810 2.11631
C -0.93269 0.87721 1.79427
N -0.60617 0.50845 0.43062
C 0.35301 -0.49444 0.17545
C 0.05851 -1.48002 -0.75967
C 0.99404 -2.45179 -1.05139
C 2.23258 -2.45701 -0.42138
C 2.54376 -1.44261 0.49014
C 1.60056 -0.46897 0.78472
O 3.77000 -1.35496 1.09686
C 4.74948 -2.17831 0.50110
C 4.17159 -3.56327 0.21521
O 3.11536 -3.46365 -0.71412
S -0.71756 1.67918 -0.74950
O -0.83149 1.03177 -2.01847
O -1.77324 2.57123 -0.34588
C 0.85913 2.50992 -0.64029
C 1.94459 1.93563 -1.27450
C 3.19841 2.49737 -1.10085
C 3.34908 3.61679 -0.29661
C 2.25075 4.18627 0.32857
C 0.99443 3.62628 0.16122
N -3.28795 0.81678 1.36349
C -4.59044 0.20853 1.24555
C -4.71051 -0.56356 -0.03390
C -3.94785 -0.56227 -1.16457
C -4.54269 -1.50943 -2.03765
C -5.61673 -2.00948 -1.37384
O -5.72684 -1.44334 -0.15730
H -0.19960 0.47213 2.49331
H -0.97130 1.96519 1.87859
H -0.90082 -1.47426 -1.24795
H 0.78176 -3.23389 -1.76197
H 1.87083 0.30181 1.48965
H 5.58008 -2.23067 1.20624
H 5.09209 -1.72924 -0.44131
H 4.91768 -4.22110 -0.23237
H 3.80561 -4.00220 1.15328
H 1.78622 1.07164 -1.89984
H 4.05637 2.06261 -1.59023
H 4.32794 4.05143 -0.16013
H 2.37228 5.06278 0.94654
H 0.11774 4.05062 0.62486
H -3.02484 1.49977 0.66136
H -4.72006 -0.46879 2.09602
H -5.36315 0.98525 1.29470
H -3.07902 0.03206 -1.36545
H -4.20884 -1.77143 -3.02041
H -6.35361 -2.74061 -1.64034
*
```

Results
- SMILES = O=C(CN(c1ccc2c(c1)OCCO2)S(=O)(=O)c1ccccc1)NCc1ccco1
- total energy (a.u.) = -1771.35304
- energy above the lowest of the compared OMol25 structures with the same formula, charge and spin (kcal/mol) = 67.32
- HOMO level (eV) = -8.3
- gap between HOMO and LUMO (eV) = 8.9

These are the Löwdin partial charges, in e, on atoms 1 to 8: atom 1 (O): 0.077, atom 2 (C): -0.468, atom 3 (C): -0.072, atom 4 (N): -0.167, atom 5 (C): -0.277, atom 6 (C): -0.004, atom 7 (C): 0.028, atom 8 (C): -0.196

=====

No. 2
C21H20N3O11SSc | ωB97M-V with the def2-TZVPD basis set

The geometry in ORCA input format:
```
! wB97M-V def2-TZVPD RIJCOSX def2/J DEFGRID3
* xyz -2 1
Sc -1.64330 -1.95649 -0.32015
C 2.75614 3.37038 -4.82352
C 1.96040 2.89888 -3.63002
C 1.03867 3.73664 -3.01294
C 0.30097 3.30447 -1.91733
C 0.49089 2.02142 -1.42689
C 1.40397 1.16797 -2.03309
C 2.13288 1.61258 -3.12344
S -0.51405 1.39210 -0.09867
O -1.27055 2.54224 0.34809
O 0.42403 0.84387 0.87909
N -1.35690 0.23474 -0.70546
C -2.19891 0.58134 -1.86846
C -2.04610 -0.52455 -2.90834
O -2.16493 -0.26194 -4.09643
O -1.78877 -1.69153 -2.39146
H 2.17894 4.07631 -5.42428
H 3.03618 2.53106 -5.46216
H 3.67644 3.87412 -4.51367
H 0.87958 4.73614 -3.40432
H -0.42428 3.94693 -1.43213
H 1.51335 0.14903 -1.66920
H 2.83262 0.93881 -3.60574
H -1.92870 1.52782 -2.32419
H -3.25475 0.64397 -1.59042
C 2.04234 -2.86922 1.13003
C 1.51712 -2.73075 -0.29349
C 2.63644 -2.58161 -1.30040
O 0.63463 -1.61849 -0.38714
C 0.66727 -3.97240 -0.59150
O 1.23697 -5.01697 -0.88342
O -0.59789 -3.79573 -0.43653
H 2.60574 -1.97501 1.42259
H 2.69522 -3.74133 1.18982
H 1.20513 -2.99955 1.81385
H 3.31839 -1.77989 -0.99616
H 2.21933 -2.33960 -2.28070
H 3.18393 -3.52074 -1.37678
H 0.87070 -0.86615 0.19016
O -3.40914 -0.26920 1.06761
C -3.15977 0.38714 2.04773
C -2.07051 0.12750 2.99663
C -1.98369 0.95365 4.09538
C -0.98692 0.78280 5.03642
C -0.02865 -0.23295 4.86363
C -0.08894 -1.05645 3.77901
C -1.11359 -0.92534 2.78656
O -1.16838 -1.71935 1.80448
N -0.93022 1.64317 6.19228
O -1.83605 2.44648 6.38032
O -0.02924 1.46784 7.00514
H -3.77642 1.27807 2.28718
H -2.70530 1.75148 4.22932
H 0.74986 -0.34078 5.60475
H 0.64772 -1.83718 3.63609
N -4.71537 -3.41590 -0.23208
C -3.66457 -2.92983 -0.22564
*
```

Results
- total energy (a.u.) = -2963.32502
- energy above the lowest of the compared OMol25 structures with the same formula, charge and spin (kcal/mol) = 4.29
- HOMO level (eV) = -3.4
- gap between HOMO and LUMO (eV) = 7.5

These are the Löwdin partial charges, in e, on atoms 1 to 8: atom 1 (Sc): 1.014, atom 2 (C): -0.066, atom 3 (C): -0.284, atom 4 (C): -0.051, atom 5 (C): -0.055, atom 6 (C): -0.263, atom 7 (C): -0.027, atom 8 (C): -0.036

=====

No. 3
C21H20N3O6RuS3 | ωB97M-V with the def2-TZVPD basis set

The geometry in ORCA input format:
```
! wB97M-V def2-TZVPD RIJCOSX def2/J DEFGRID3
* xyz 0 6
Ru -1.07298 0.30757 0.33678
N -2.91752 1.46515 1.55122
C -2.92308 1.14820 2.98655
C -1.56700 0.59191 3.39129
N -1.27022 -0.55096 2.51648
H -2.58830 2.40772 1.37447
H -3.83549 1.37072 1.13339
H -3.69390 0.39496 3.16444
H -3.17498 2.01607 3.60095
H -1.56846 0.32480 4.45208
H -0.78565 1.34007 3.23412
H -1.99139 -1.26213 2.60102
H -0.38464 -0.99141 2.73992
S 3.41470 1.78409 1.06683
C 3.45497 0.14927 1.63318
C 4.55726 -0.59851 2.03840
C 4.34573 -1.90790 2.41573
C 3.06230 -2.46590 2.37405
C 1.97350 -1.72213 1.97438
C 2.16991 -0.38990 1.60999
N 1.18897 0.50760 1.18832
C 1.70815 1.65640 0.86197
C 0.87609 2.74721 0.34174
C 1.41946 3.98796 0.02045
C 0.61013 4.96955 -0.52301
C -0.73012 4.70177 -0.75319
C -1.26264 3.45803 -0.42823
C -0.47868 2.45702 0.14291
H 5.54953 -0.16963 2.04455
H 5.18419 -2.51551 2.72689
H 2.92521 -3.50872 2.62359
H 1.01004 -2.19969 1.85723
H 2.47164 4.19362 0.18062
H 1.02655 5.93420 -0.78048
H -1.36024 5.45838 -1.20376
H -2.30676 3.27096 -0.66686
O 1.67973 -1.65390 -1.17698
S 0.49206 -2.43664 -0.97257
O 0.67036 -3.79270 -0.52538
O -0.50178 -1.74562 -0.08393
C -0.34878 -2.54635 -2.55854
C -0.19647 -3.76319 -3.20574
C -0.73143 -3.98155 -4.46840
C -1.42902 -2.97407 -5.10509
C -1.59230 -1.75059 -4.47090
C -1.06517 -1.52987 -3.20799
S -1.38063 0.07927 -2.52412
O -0.14362 0.52729 -1.86687
O -1.89133 0.91082 -3.56799
O -2.36895 -0.13622 -1.40454
H 0.34768 -4.54648 -2.69859
H -0.59824 -4.94206 -4.94752
H -1.84788 -3.13201 -6.08986
H -2.13051 -0.94697 -4.95302
*
```

Results
- total energy (a.u.) = -2717.36909
- energy above the lowest of the compared OMol25 structures with the same formula, charge and spin (kcal/mol) = 0.00
- HOMO level (spin up / spin down) (eV) = -7.8 / -8.5
- gap between HOMO and LUMO (spin up / spin down) (eV) = 7.7 / 7.2
- <S²> = 8.76

These are the Löwdin partial charges, in e, on atoms 1 to 8: atom 1 (Ru): 1.557, atom 2 (N): -0.027, atom 3 (C): -0.239, atom 4 (C): -0.245, atom 5 (N): -0.051, atom 6 (H): 0.052, atom 7 (H): 0.098, atom 8 (H): 0.117

=====

No. 4
C21H20N4O4S | ωB97M-V with the def2-TZVPD basis set

The geometry in ORCA input format:
```
! wB97M-V def2-TZVPD RIJCOSX def2/J DEFGRID3
* xyz 0 1
C 3.76333 0.69053 -2.56767
C 2.68973 1.68729 -2.16451
C 1.38174 1.04369 -1.67886
C 0.39268 2.16379 -1.37306
O -0.37109 2.45708 -2.27041
O 0.40169 2.76265 -0.14495
N 1.56155 0.00662 -0.65885
C 2.14123 0.22978 0.56702
O 2.47123 1.35632 0.91931
C 2.22442 -0.80786 1.58099
C 2.95824 -0.63750 2.74613
N 2.92899 -1.53104 3.73336
C 2.26888 -2.69673 3.55769
C 1.60161 -2.92715 2.34645
C 1.48460 -1.94402 1.36583
N 0.77613 -2.15356 0.19334
C -0.56597 -2.83620 0.28249
C -1.54190 -1.96367 1.08758
N -1.67271 -2.15620 2.39266
S -2.38070 -0.85743 3.19128
C -2.44604 0.05667 1.71337
C -3.06518 1.33576 1.56168
C -3.33681 1.85840 0.31107
C -3.99924 3.20589 0.11061
C -3.03128 1.04465 -0.79059
C -2.52293 -0.22066 -0.68363
C -2.49234 -1.00443 -1.96088
C -2.10290 -0.68091 0.60556
C 1.00404 -1.27457 -0.85493
O 0.74470 -1.68881 -1.99801
H 3.34410 -0.03925 -3.21668
H 4.53208 1.22366 -3.12724
H 4.25742 0.16528 -1.72934
H 3.10075 2.32610 -1.39914
H 2.45131 2.31088 -3.05368
H 0.90040 0.57238 -2.49540
H 1.14843 2.39838 0.33856
H 3.54247 0.21396 2.92803
H 2.27780 -3.44062 4.30240
H 1.10707 -3.85929 2.28565
H -0.46343 -3.82896 0.71947
H -0.92030 -2.98240 -0.69527
H -3.33513 1.95126 2.42553
H -4.13179 3.69574 1.09908
H -4.97306 3.14584 -0.37742
H -3.33388 3.83594 -0.46873
H -3.26827 1.34370 -1.80421
H -1.58304 -0.76721 -2.52532
H -3.37126 -0.72611 -2.55708
H -2.54736 -2.05766 -1.76926
*
```

Results
- SMILES = CC[C@H](C(=O)O)n1c(=O)c2cnccc2n(Cc2nsc3cc(C)cc(C)c23)c1=O
- total energy (a.u.) = -1730.46991
- energy above the lowest of the compared OMol25 structures with the same formula, charge and spin (kcal/mol) = 28.21
- HOMO level (eV) = -8.5
- gap between HOMO and LUMO (eV) = 8.3

These are the Löwdin partial charges, in e, on atoms 1 to 8: atom 1 (C): -0.082, atom 2 (C): -0.172, atom 3 (C): -0.174, atom 4 (C): -0.439, atom 5 (O): 0.108, atom 6 (O): 0.132, atom 7 (N): 0.148, atom 8 (C): -0.330

=====

No. 5
C21H20N4OS | ωB97M-V with the def2-TZVPD basis set

The geometry in ORCA input format:
```
! wB97M-V def2-TZVPD RIJCOSX def2/J DEFGRID3
* xyz 0 1
C 1.65347 1.68753 0.46203
C 1.64669 0.19022 0.46012
C 2.16558 -0.50672 -0.62271
C 2.11761 -1.88933 -0.64714
C 1.54064 -2.58564 0.39593
C 1.01567 -1.89839 1.48916
O 0.47921 -2.68968 2.46945
C -0.29394 -2.13379 3.50421
C -1.73221 -1.76647 3.05713
N -1.97604 -0.34963 3.04623
C -2.16132 0.38840 4.16618
C -2.29634 1.71233 3.82196
C -2.17677 1.78131 2.43156
C -1.97884 0.48941 1.96015
C -1.75303 0.12297 0.59957
N -1.66631 -1.09651 0.21565
N -1.34550 -1.42225 -1.05768
C -0.76730 -0.65239 -2.00149
N -0.65198 0.62450 -2.00856
C 0.03062 1.07158 -3.10332
C 0.33416 2.39865 -3.38265
C 1.03652 2.69704 -4.53310
C 1.43812 1.69505 -5.40962
C 1.14459 0.36744 -5.15301
C 0.44570 0.06371 -4.00129
S -0.05415 -1.49836 -3.41046
C 1.08675 -0.51237 1.51873
H 1.36905 2.08194 1.43434
H 0.94172 2.04901 -0.27982
H 2.63698 2.07005 0.19529
H 2.59867 0.03755 -1.44974
H 2.52000 -2.42878 -1.49210
H 1.48548 -3.66284 0.38948
H 0.19714 -1.26263 3.95457
H -0.33309 -2.92818 4.25440
H -1.88924 -2.14520 2.04567
H -2.45070 -2.23294 3.73641
H -2.18970 -0.07540 5.13351
H -2.46158 2.52982 4.49533
H -2.23374 2.66252 1.82373
H -1.61907 0.95773 -0.08390
H -1.28301 -2.42328 -1.18993
H 0.01664 3.17061 -2.69961
H 1.27800 3.72545 -4.75670
H 1.98664 1.95325 -6.30273
H 1.45389 -0.41411 -5.82931
H 0.69429 0.04680 2.35405
*
```

Results
- SMILES = Cc1cccc(OCCn2cccc2/C=N/Nc2nc3ccccc3s2)c1
- total energy (a.u.) = -1504.66746
- energy above the lowest of the compared OMol25 structures with the same formula, charge and spin (kcal/mol) = 41.75
- HOMO level (eV) = -7.5
- gap between HOMO and LUMO (eV) = 8.1

These are the Löwdin partial charges, in e, on atoms 1 to 8: atom 1 (C): -0.035, atom 2 (C): -0.272, atom 3 (C): -0.072, atom 4 (C): -0.101, atom 5 (C): -0.022, atom 6 (C): -0.266, atom 7 (O): -0.047, atom 8 (C): -0.153